Model A:
Here is a 9-piece molecular cluster, H18O9 overall from OMol25. Energies are from the ωB97M-V functional and the def2-TZVPD basis.

Results
SMILES: O.O.O.O.O.O.O.O.O
E_HOMO (eV): -10.4

The geometry in ORCA input format:
```
! RIJCOSX wB97M-V def2-TZVPD def2/J DEFGRID3
* xyz 0 1
H -0.90 0.53 -1.54
H 0.07 0.32 -0.39
H -4.11 1.46 -1.20
H -3.82 -0.02 -1.12
H -1.52 -1.07 2.15
H -2.22 -2.42 2.04
H 4.07 -0.32 1.25
H 4.58 -1.73 1.47
H 1.39 0.10 2.46
H 1.47 -0.84 1.27
H 3.08 2.69 -0.17
H 3.36 1.92 -1.46
H -3.57 -3.48 -1.41
H -4.47 -2.32 -1.79
H 4.65 -0.42 -1.13
H 3.76 -0.75 -2.31
H -3.57 2.68 -0.11
H -2.72 2.95 1.12
O -0.31 1.01 -0.95
O -3.70 0.80 -0.63
O -2.40 -1.47 2.09
O 4.83 -0.80 1.58
O 1.18 0.04 1.52
O 3.75 2.15 -0.60
O -3.70 -2.54 -1.25
O 4.42 -1.13 -1.74
O -3.60 2.65 0.86
*
```



Model B:
Here is a 9-piece molecular cluster, H18O9 overall from OMol25. Energies are from the ωB97M-V functional and the def2-TZVPD basis.

Results
SMILES: O.O.O.O.O.O.O.O.O
E_HOMO (eV): -9.4

The geometry in ORCA input format:
```
! RIJCOSX wB97M-V def2-TZVPD def2/J DEFGRID3
* xyz 0 1
H -0.55 0.03 0.04
H 0.19 -0.99 -0.82
H 1.60 -0.29 3.37
H 0.46 0.61 3.84
H -1.21 4.12 0.82
H -0.36 2.88 0.56
H -3.57 -1.44 -0.83
H -3.08 -0.02 -0.59
H -2.00 -3.60 -1.23
H -1.41 -2.28 -1.70
H 3.27 -0.33 1.77
H 4.28 0.16 0.74
H -0.46 1.43 -2.87
H 0.04 1.28 -1.45
H -1.57 3.02 -1.67
H -2.12 2.01 -0.67
H 2.17 -4.16 -0.36
H 3.16 -3.13 0.14
O 0.20 -0.05 -0.57
O 1.26 0.17 4.15
O -0.39 3.83 0.41
O -2.94 -0.93 -0.31
O -1.65 -2.77 -0.90
O 3.88 -0.65 1.09
O 0.33 1.54 -2.33
O -1.74 2.89 -0.73
O 2.22 -3.32 0.10
*
```



Calculated relative energies: model A 0.0; model B 44.2, given in kcal/mol



Model A:
Here is a 9-piece molecular cluster, H18O9 overall from OMol25. Energies are from the ωB97M-V functional and the def2-TZVPD basis.

Results
SMILES: O.O.O.O.O.O.O.O.O
E_HOMO (eV): -10.5

The geometry in ORCA input format:
```
! RIJCOSX wB97M-V def2-TZVPD def2/J DEFGRID3
* xyz 0 1
O 3.10 -21.77 0.12
H 4.03 -21.65 -0.15
H 2.78 -22.44 -0.51
O 7.50 -19.40 1.29
H 6.76 -18.78 1.21
H 8.22 -18.78 1.33
O 3.86 -19.80 -2.40
H 3.72 -19.31 -3.21
H 3.03 -19.61 -2.01
O 5.53 -20.68 -4.67
H 6.25 -20.94 -4.04
H 4.89 -21.34 -4.44
O 8.50 -20.87 3.19
H 7.88 -20.62 2.47
H 7.89 -21.15 3.91
O 4.98 -18.27 0.52
H 4.04 -18.19 0.36
H 5.40 -18.06 -0.32
O 3.53 -22.24 -3.64
H 3.73 -21.55 -3.05
H 2.72 -21.94 -3.96
O 5.74 -17.94 -2.00
H 5.91 -17.37 -2.75
H 4.99 -18.47 -2.29
O 5.88 -21.44 -0.48
H 5.73 -20.86 -1.14
H 6.62 -21.22 0.00
*
```



Model B:
Here is a 9-piece molecular cluster, H18O9 overall from OMol25. Energies are from the ωB97M-V functional and the def2-TZVPD basis.

Results
SMILES: O.O.O.O.O.O.O.O.O
E_HOMO (eV): -10.5

The geometry in ORCA input format:
```
! RIJCOSX wB97M-V def2-TZVPD def2/J DEFGRID3
* xyz 0 1
O -0.55 -1.44 -2.99
H -0.41 -0.86 -2.20
H -0.77 -2.27 -2.62
O -0.17 0.47 -0.91
H -0.59 0.38 -0.18
H 0.79 0.20 -0.81
O -3.34 0.38 1.79
H -3.69 0.56 2.66
H -2.39 0.32 1.99
O 1.81 -1.28 2.17
H 2.22 -0.44 2.19
H 1.89 -1.31 1.11
O -1.46 2.42 -2.31
H -1.73 2.89 -1.69
H -0.91 1.66 -1.89
O 1.47 3.26 -0.66
H 1.91 3.31 -1.45
H 0.76 2.54 -0.79
O -0.69 0.20 1.77
H -0.13 0.82 2.24
H -0.18 -0.69 1.91
O 2.36 -0.79 -0.59
H 3.25 -0.79 -0.82
H 2.33 -1.73 -1.01
O -0.44 -2.46 0.69
H -0.15 -3.19 1.18
H -1.19 -2.15 1.24
*
```



Model C:
Here is a 9-piece molecular cluster, H18O9 overall from OMol25. Energies are from the ωB97M-V functional and the def2-TZVPD basis.

Results
SMILES: O.O.O.O.O.O.O.O.O
E_HOMO (eV): -10.9

The geometry in ORCA input format:
```
! RIJCOSX wB97M-V def2-TZVPD def2/J DEFGRID3
* xyz 0 1
H -1.09 -1.08 -0.82
H -0.29 -0.02 -0.33
H -0.09 -1.07 1.18
H 1.07 -0.32 1.81
H -1.16 -3.96 -1.38
H -0.41 -3.78 -2.69
H 5.36 -1.35 0.11
H 4.11 -0.57 -0.45
H 1.87 1.12 -2.28
H 0.44 0.85 -1.84
H -2.40 2.27 0.41
H -3.38 2.40 1.53
H -0.64 4.82 -1.79
H -0.61 3.43 -1.81
H 2.68 1.72 2.71
H 2.74 0.18 2.18
H -3.76 -1.66 0.78
H -4.04 -2.93 1.81
O -1.16 -0.42 -0.18
O 0.83 -0.83 1.04
O -1.12 -3.33 -2.21
O 4.52 -1.40 -0.45
O 1.23 1.38 -1.63
O -2.96 1.74 1.05
O -1.07 4.06 -1.34
O 3.10 0.80 2.86
O -3.76 -2.03 1.73
*
```



Calculated relative energies: model A 0.0; model B 40.1; model C 33.8, given in kcal/mol



Model A:
Here is one molecule with the formula C24H29N3O5S from OMol25. Energies are from the ωB97M-V functional and the def2-TZVPD basis.

Results
SMILES: CC(=O)N1CCOc2ccc(S(=O)(=O)N3CCC(C(=O)Nc4cc(C)ccc4C)CC3)cc21
E_HOMO (eV): -8.3

The geometry in ORCA input format:
```
! RIJCOSX wB97M-V def2-TZVPD def2/J DEFGRID3
* xyz 0 1
C -2.34 -2.35 1.21
C -3.63 -2.73 0.54
O -4.09 -3.85 0.61
N -4.32 -1.75 -0.14
C -3.96 -0.40 -0.31
C -2.67 0.01 -0.64
C -2.40 1.34 -0.84
C -3.38 2.31 -0.73
C -4.67 1.92 -0.44
C -4.98 0.57 -0.23
O -6.27 0.28 0.02
C -6.58 -1.08 0.29
C -5.69 -2.01 -0.52
H -5.82 -1.82 -1.59
H -5.91 -3.06 -0.30
H -6.44 -1.28 1.36
H -7.64 -1.20 0.04
H -5.48 2.63 -0.37
H -3.13 3.34 -0.90
S -0.74 1.88 -1.24
O 0.10 0.71 -1.36
O -0.79 2.78 -2.35
N -0.36 2.74 0.14
C -0.06 1.88 1.27
C 1.18 2.32 2.04
H 0.94 3.23 2.60
H 1.44 1.55 2.77
C 2.41 2.61 1.15
C 2.00 3.29 -0.17
C 0.58 3.83 -0.09
H 0.47 4.56 0.71
H 0.29 4.29 -1.03
H 2.04 2.58 -1.01
H 2.70 4.10 -0.40
C 3.26 1.35 0.95
O 4.30 1.23 1.57
N 2.76 0.41 0.12
C 3.43 -0.78 -0.23
C 4.81 -0.78 -0.42
C 5.48 -1.95 -0.77
C 4.75 -3.11 -0.94
C 3.38 -3.12 -0.74
C 2.70 -1.97 -0.38
C 1.22 -1.99 -0.14
H 0.84 -3.00 -0.31
H 1.00 -1.69 0.88
H 0.71 -1.31 -0.82
H 2.83 -4.04 -0.87
H 5.26 -4.03 -1.21
C 6.97 -1.91 -0.98
H 7.21 -1.39 -1.90
H 7.37 -2.92 -1.04
H 7.45 -1.38 -0.16
H 5.36 0.13 -0.29
H 1.85 0.54 -0.31
H 3.05 3.28 1.72
H -0.93 1.89 1.95
H 0.07 0.86 0.90
H -1.88 -0.71 -0.79
H -1.51 -2.49 0.52
H -2.34 -1.32 1.55
H -2.20 -3.02 2.05
*
```



Model B:
Here is one molecule with the formula C24H29N3O5S from OMol25. Energies are from the ωB97M-V functional and the def2-TZVPD basis.

Results
SMILES: CCc1ccc(N2C[C@H](C(=O)Nc3ccc(S(=O)(=O)NC[C@@H]4CCCO4)cc3)CC2=O)cc1
E_HOMO (eV): -8.7

The geometry in ORCA input format:
```
! RIJCOSX wB97M-V def2-TZVPD def2/J DEFGRID3
* xyz 0 1
C -0.74 -4.65 -0.46
H -0.52 -5.71 -0.48
H -0.80 -4.30 -1.49
H 0.09 -4.14 0.02
C -2.05 -4.39 0.28
C -2.38 -2.92 0.29
C -2.92 -2.31 -0.83
C -3.19 -0.96 -0.85
C -2.92 -0.17 0.26
C -2.40 -0.78 1.40
C -2.14 -2.14 1.41
H -1.75 -2.59 2.31
H -2.21 -0.19 2.29
N -3.16 1.22 0.22
C -3.28 2.06 1.29
O -3.20 1.77 2.46
C -3.50 3.46 0.74
H -3.02 4.22 1.36
C -2.97 3.38 -0.69
H -3.46 4.07 -1.38
C -1.46 3.55 -0.86
O -1.00 3.94 -1.91
N -0.72 3.14 0.21
C 0.64 2.83 0.26
C 1.48 2.95 -0.84
C 2.78 2.48 -0.75
C 3.24 1.92 0.43
C 2.42 1.85 1.54
C 1.12 2.31 1.46
H 0.47 2.23 2.32
H 2.82 1.44 2.46
S 4.81 1.07 0.48
O 5.49 1.42 1.69
O 5.47 1.23 -0.78
N 4.28 -0.50 0.64
H 4.42 -0.88 1.56
C 4.33 -1.44 -0.45
H 4.75 -0.92 -1.31
H 4.98 -2.28 -0.20
C 2.92 -1.98 -0.80
H 3.06 -2.85 -1.46
C 2.02 -0.91 -1.45
H 1.82 -1.14 -2.49
H 2.52 0.06 -1.40
C 0.76 -0.92 -0.59
H 0.33 0.07 -0.47
C 1.28 -1.49 0.73
H 0.52 -2.00 1.31
O 2.25 -2.45 0.35
H 1.74 -0.69 1.33
H 0.00 -1.58 -1.01
H 3.45 2.53 -1.59
H 1.11 3.38 -1.75
H -1.22 2.90 1.06
C -3.29 1.91 -1.04
H -2.60 1.51 -1.78
H -4.32 1.83 -1.43
H -4.57 3.66 0.74
H -3.62 -0.52 -1.74
H -3.13 -2.90 -1.71
H -2.85 -4.94 -0.22
H -1.97 -4.76 1.30
*
```



Calculated relative energies: model A 3.1; model B 0.0, given in kcal/mol